Molecular formula: C21H29N5O3PRu
Method: DFT, ωB97M-V with the def2-TZVPD basis set

XYZ file:
```
60
Properties=species:S:1:pos:R:3
Ru 1.8717 0.7494 -2.1823
N 0.9976 1.6606 -3.8883
C 0.9171 0.5838 -4.9086
C 0.2110 -0.5951 -4.2722
N 0.9975 -1.0288 -3.0781
H 0.0615 2.0083 -3.7031
H 1.5257 2.4545 -4.2431
H 1.9325 0.3018 -5.1945
H 0.3927 0.9104 -5.8058
H 0.0915 -1.4029 -4.9923
H -0.7818 -0.2940 -3.9370
H 1.7781 -1.6030 -3.3885
H 0.4285 -1.6306 -2.4917
C -7.4489 -3.8025 2.3796
O -6.9211 -2.7800 3.2715
C -5.6745 -2.4945 3.3322
C -5.3138 -1.5301 4.3287
C -4.0289 -1.1700 4.4890
C -3.0133 -1.7169 3.6209
C -3.3860 -2.6798 2.6084
C -4.6681 -3.0755 2.4855
N -1.7734 -1.4105 3.8689
N -0.6504 -1.4903 3.4355
C 0.0960 -1.1534 2.4405
C 1.3520 -1.8717 2.3082
C 2.1868 -1.6460 1.2877
C 1.8580 -0.6615 0.2866
O 2.5921 -0.4112 -0.6706
C 0.6236 0.1203 0.4253
N 0.4106 1.0588 -0.5213
C -0.5819 1.9194 -0.3574
C -1.4109 1.8830 0.7643
C -1.2348 0.8906 1.7031
C -0.2137 -0.0464 1.5238
H -8.5256 -3.7294 2.4589
H -7.1195 -4.7843 2.7119
H -7.1379 -3.6222 1.3535
H -6.1016 -1.1291 4.9528
H -3.7456 -0.4570 5.2532
H -2.6160 -3.1107 1.9800
H -4.9329 -3.8230 1.7523
H 1.5916 -2.6250 3.0484
H 3.1198 -2.1860 1.1973
H -0.7089 2.6845 -1.1119
H -2.1678 2.6441 0.8947
H -1.8539 0.8758 2.5913
C 5.3037 1.3467 -1.9897
P 4.3263 2.7512 -1.4401
C 4.9930 4.2596 -2.1099
C 4.3892 2.8299 0.3461
O 2.8651 2.5826 -1.9076
H 6.2584 1.3007 -1.4626
H 5.5028 1.4377 -3.0582
H 4.7511 0.4280 -1.7914
H 5.9450 4.4859 -1.6255
H 4.2936 5.0727 -1.9148
H 5.1533 4.1667 -3.1832
H 5.4110 3.0083 0.6851
H 4.0264 1.8924 0.7670
H 3.7563 3.6533 0.6775
```

net charge: +3

=====

Molecular formula: C21H29N5S
Method: DFT, ωB97M-V with the def2-TZVPD basis set

XYZ file:
```
56
Properties=species:S:1:pos:R:3
C -2.5863 -4.0249 2.2943
C -3.1108 -3.0573 1.2409
C -2.3728 -3.2230 -0.0855
H -1.3043 -3.0554 0.0630
C -2.8663 -2.2562 -1.1651
N -2.5948 -0.8839 -0.8188
C -1.3842 -0.3015 -0.9409
N -0.2787 -0.8306 -1.4255
C 0.7489 0.0308 -1.4194
N 0.7349 1.2864 -0.9821
N -0.3604 1.8084 -0.4971
C -1.4362 1.0517 -0.4631
C -2.7831 1.2618 -0.0213
C -3.4451 2.3485 0.5312
C -4.7865 2.2246 0.8529
C -5.4428 1.0135 0.6153
C -4.8028 -0.0823 0.0663
C -3.4615 0.0424 -0.2546
H -5.3410 -1.0024 -0.1005
H -6.4893 0.9333 0.8718
C -5.5467 3.3712 1.4485
H -6.3576 3.6728 0.7863
H -4.8953 4.2257 1.6098
H -5.9866 3.0825 2.4022
H -2.9099 3.2697 0.7011
S 2.2372 -0.5923 -2.0628
C 3.3432 0.8438 -1.8732
C 3.7337 1.0712 -0.4151
N 4.2946 -0.1340 0.1569
C 3.9260 -0.4013 1.5306
C 4.6789 0.4722 2.5412
C 6.1817 0.2746 2.3591
C 6.5669 0.5697 0.9116
C 5.7221 -0.2904 -0.0384
H 5.9618 -0.0536 -1.0770
H 5.9591 -1.3463 0.1290
H 6.3973 1.6281 0.6995
H 7.6255 0.3615 0.7475
H 6.7368 0.9250 3.0391
H 6.4400 -0.7605 2.5975
H 4.4221 1.5212 2.3764
H 4.3790 0.2051 3.5561
H 2.8469 -0.2658 1.6352
H 4.1538 -1.4547 1.7276
H 2.8306 1.3472 0.1319
H 4.4218 1.9302 -0.3835
H 2.8290 1.7145 -2.2750
H 4.2084 0.5987 -2.4869
H -2.3411 -2.4665 -2.1012
H -3.9411 -2.3682 -1.3229
H -2.5040 -4.2428 -0.4518
H -2.9923 -2.0329 1.6019
H -4.1783 -3.2338 1.0874
H -1.5276 -3.8533 2.4748
H -2.7144 -5.0538 1.9651
H -3.1204 -3.8948 3.2325
```

SMILES string: CCCCn1c2ccc(C)cc2c2nnc(SCCN3CCCCC3)nc21

=====

Molecular formula: C21H29NO10S2
Method: DFT, ωB97M-V with the def2-TZVPD basis set

XYZ file:
```
63
Properties=species:S:1:pos:R:3
C 2.5422 -2.0415 -1.2191
C 2.8447 -0.7998 -2.0952
C 2.0589 0.4165 -1.6249
O 2.2070 0.8190 -0.5092
O 1.1569 0.9787 -2.5493
C -0.1518 0.6106 -2.0754
C -1.1564 0.2913 -3.2052
C -2.1296 -0.7354 -2.6224
C -3.3165 -0.3554 -2.0398
O -3.6944 0.9594 -1.9848
C -4.1431 -1.3243 -1.4865
O -5.2915 -0.9142 -0.8940
C -3.8243 -2.6587 -1.4933
C -2.6484 -2.9968 -2.0855
C -1.7876 -2.0673 -2.6528
C -0.5840 -2.7611 -3.1948
O 0.4294 -2.3296 -3.6944
N -0.8369 -4.1602 -3.0421
C -1.9856 -4.3447 -2.2451
O -2.3504 -5.3918 -1.7624
H 3.4813 -2.5965 -1.1296
H 1.8265 -2.7142 -1.6939
H 2.1985 -1.7678 -0.2206
H 3.9105 -0.5709 -2.0156
H 2.6061 -0.9926 -3.1441
H -0.0258 -0.3412 -1.5392
H -0.5791 1.3190 -1.3360
H -0.6537 -0.2088 -4.0342
H -1.6798 1.1937 -3.5318
H -3.6456 1.3411 -2.8673
H -5.2172 0.0293 -0.7003
H -4.4551 -3.4178 -1.0473
H 0.0088 -4.5793 -2.6628
C -1.0005 6.1641 0.6001
C -0.2616 5.5413 -0.5930
C 0.3525 4.2194 -0.1141
S -0.7018 3.6349 1.2168
O 0.0512 3.6535 2.4446
O -1.4110 2.4587 0.7806
C -1.8155 5.0342 1.2204
H -1.6373 6.9934 0.2944
H -0.2764 6.5436 1.3247
H -0.9719 5.3474 -1.4001
H 0.5043 6.2090 -0.9857
H 0.3784 3.4716 -0.9035
H 1.3520 4.3650 0.2906
H -2.1405 5.2419 2.2373
H -2.6719 4.7782 0.5963
C 2.4262 -0.8825 4.5321
C 1.9054 -2.0906 5.3217
C 1.4927 -3.1608 4.3035
S 2.5199 -2.8948 2.8542
O 1.6757 -2.4880 1.7594
O 3.4583 -3.9799 2.7240
C 3.3702 -1.4509 3.4778
H 2.9333 -0.1656 5.1763
H 1.5919 -0.3699 4.0479
H 2.7015 -2.4784 5.9613
H 1.0702 -1.8210 5.9670
H 1.6612 -4.1675 4.6782
H 0.4531 -3.0472 4.0012
H 3.5705 -0.7617 2.6598
H 4.3061 -1.7864 3.9248
```

SMILES string: CCC(=O)OCCc1c(O)c(O)cc2c1C(=O)NC2=O.O=S1(=O)CCCC1.O=S1(=O)CCCC1

=====

Molecular formula: C21H30Cl2N2O5
Method: DFT, ωB97M-V with the def2-TZVPD basis set

XYZ file:
```
60
C21H30Cl2N2O5 ωB97M-V with the def2-TZVPD basis set
C -4.9488 -3.3001 1.0381
H -4.6781 -4.0482 1.7311
H -5.9115 -3.0453 0.8328
H -4.5731 -3.7349 -0.0124
C -4.2564 -2.1745 1.1292
C -2.8307 -2.3025 1.4557
C -2.1032 -1.0836 1.9844
H -0.9880 -1.1963 1.8690
H -2.4671 -0.5522 2.6660
C -2.0476 0.0932 0.7358
N -1.1691 1.3875 0.9878
C 0.0490 1.2690 0.4310
O 0.9962 1.8601 0.6872
C 0.6199 0.0727 -0.2979
N 2.0310 -0.0724 -0.3503
C 2.7278 -1.1821 -0.2148
O 2.3835 -2.4173 -0.5841
C 4.2212 -1.0171 -0.0164
C 5.0054 0.3653 -0.3328
C 6.2342 0.4075 0.0733
C 6.9484 -0.7612 0.2674
C 6.2365 -1.8820 0.6740
C 4.9924 -1.9651 0.3409
H 4.4270 -2.9749 0.5682
H 6.9255 -2.6683 0.5801
Cl 8.7685 -0.6059 0.6359
Cl 7.0607 1.6918 -0.2711
H 4.4045 1.2976 -0.6307
H 2.3376 0.7891 0.2297
H 0.2204 -0.9873 0.1244
C 0.1793 0.3297 -1.8458
H -0.8721 0.6072 -1.9420
H 0.8695 1.0027 -2.2103
C 0.1871 -1.1900 -2.6613
C -0.7606 -2.1658 -2.0287
O -1.8708 -1.8958 -2.2061
O -0.1483 -2.9694 -1.3762
H 0.7916 -2.7943 -0.7784
H 1.2075 -1.4088 -2.6802
H -0.2594 -0.7031 -3.5496
C -1.4584 2.2240 1.9574
H -2.2676 1.9806 2.8681
C -2.4577 3.2923 1.0534
C -1.6263 3.8232 -0.0981
O -1.6794 3.1422 -1.2987
C -0.7140 3.5331 -2.3370
H -1.2047 4.4516 -2.6021
H -0.8377 2.7298 -3.0952
H 0.2176 3.8317 -2.1859
H -0.6756 4.2424 0.2384
H -2.0221 4.9636 -0.4704
H -3.2319 2.9171 0.5554
H -2.4763 4.1795 1.6194
H -0.5714 2.6936 2.2911
H -1.8400 -0.3758 -0.1229
H -3.0295 0.7013 0.9688
H -2.6147 -3.0537 2.0805
H -2.4715 -2.5696 0.5031
H -4.4555 -1.1788 0.5106
H -4.5236 -1.6029 2.5114
```

=====

Calculated energy relative to the best compared isomer or geometry (same formula, charge and spin) (kcal/mol), listed in the same order as above: 26.04 22.31 0.00 401.45